--- one ---
53
Properties=species:S:1:pos:R:3:mulliken_charge:R:1 method="wB97M-V/def2-TZVPD" charge=-1 homo_lumo_gap_ev=6.79 molar_mass_g_mol=703.64 multiplicity=1
Pb -0.3663 0.3195 0.2417 1.571
S 1.7849 -1.5158 1.4125 1.333
O 1.5107 -1.2624 -0.0379 -0.719
O -0.0601 4.8890 -1.1763 -0.783
O 3.9739 1.8943 -1.9911 -0.540
O 0.8889 -0.5139 2.1588 -0.704
O 1.8168 2.5596 0.7889 -0.437
O -0.6720 2.8131 -0.5605 -0.722
O 1.3983 -2.8691 1.8059 -0.724
O 1.7749 1.5341 -1.8579 -0.345
O 3.1735 -1.2242 1.7432 -0.738
N 0.5881 -0.0881 4.5153 -0.328
N -2.2138 0.4284 2.0468 -0.699
N -0.4708 0.8346 6.3576 -0.417
N -1.2752 -0.9172 -1.9292 0.742
N -1.5671 -2.1162 -1.9005 -0.757
N -1.6586 0.6076 4.4416 -0.750
N -1.3108 -2.1126 0.4944 0.128
C -1.2005 -2.8161 1.6062 0.062
C -1.1271 1.0712 -3.2589 -0.092
C -1.3680 -1.0505 -4.3950 -0.275
C -1.3455 -0.4024 -5.6132 -0.581
C -1.2691 -0.3144 -3.2089 0.234
C 2.8081 1.8233 -1.3143 0.663
C -1.8758 0.4877 3.1603 0.672
C 0.0884 3.8255 -0.5582 0.422
C -1.6709 -4.8642 0.4789 -0.509
C -1.1168 1.7129 -4.4870 -0.892
C -0.5085 0.4375 5.0500 0.527
C 2.9972 2.1590 0.1461 -0.595
C -1.5298 -2.7727 -0.6549 0.072
C 1.3417 3.8246 0.3490 -0.491
C -1.7454 -4.1370 -0.7041 -0.322
C -1.2343 0.9857 -5.6607 -0.347
C -1.3985 -4.1996 1.6477 -0.658
H 0.2395 0.4486 6.9538 0.218
H -1.0269 1.6408 -2.3370 0.355
H -1.3641 1.0199 6.7774 0.276
H -1.2284 1.4939 -6.6175 0.374
H 3.7816 2.9172 0.2326 0.408
H 3.3423 1.2454 0.6350 0.312
H -1.9499 -4.6064 -1.6556 0.461
H -1.8223 -5.9361 0.4751 0.370
H -1.4473 -2.1267 -4.3370 0.408
H 0.6530 -0.2778 3.4894 0.259
H 1.4532 -0.0444 5.0257 0.223
H -1.3021 -4.7240 2.5880 0.405
H 2.1256 4.3725 -0.1779 0.339
H 1.0642 4.3948 1.2391 0.354
H -1.0728 -2.2491 2.5164 0.063
H 3.8037 1.5834 -2.8895 0.368
H -1.0083 2.7891 -4.5223 0.452
H -1.4013 -0.9725 -6.5321 0.354


--- two ---
53
Properties=species:S:1:pos:R:3:mulliken_charge:R:1 method="wB97M-V/def2-TZVPD" charge=-1 homo_lumo_gap_ev=6.50 molar_mass_g_mol=703.64 multiplicity=1
Pb -0.0571 -0.3275 -0.0078 1.749
S -0.1766 -3.2119 1.1714 1.025
O 0.1717 3.8638 -2.8475 -0.519
O -1.9608 1.3264 -0.3470 -0.692
O -1.0272 0.4893 -3.0700 -0.420
O 1.0150 2.0581 -1.8379 -0.474
O -1.0805 -2.4819 0.1577 -0.709
O 0.4111 -2.0631 1.9474 -0.606
O -3.4517 2.2684 -1.7426 -0.720
O -1.0078 -4.0580 2.0147 -0.711
O 0.8754 -3.9154 0.4337 -0.665
N 2.4813 -2.6147 -3.9499 -0.669
N 1.7957 -1.2791 -1.9660 -0.410
N 1.9771 0.7588 1.3873 0.237
N 3.9788 -2.7957 -5.6673 -0.427
N 4.0296 -0.8858 -4.3592 -0.384
N -0.3446 0.3338 2.6572 0.971
N 0.5666 0.7655 3.3578 -0.728
C -1.9283 0.7463 4.5363 -0.421
C 0.2149 2.5379 -2.5956 0.652
C 4.2474 1.4604 1.5502 -0.726
C -0.7719 1.7979 -3.4808 -0.658
C 1.8341 0.9626 2.6793 -0.109
C 2.8588 1.4149 3.4874 -0.363
C 2.1163 -1.8964 -2.8859 0.459
C -2.4548 -0.7733 2.7294 -0.023
C -2.6324 1.4040 -1.4226 0.655
C -4.0506 -0.3836 4.4821 -0.356
C -1.5888 0.1083 3.3511 0.090
C -2.3222 0.3035 -2.4549 -0.671
C 3.1527 1.0108 0.8261 -0.285
C 4.0919 1.6623 2.9106 -0.321
C -3.1681 0.5018 5.0980 -0.496
C -3.6913 -1.0243 3.3066 -1.117
C 3.4667 -2.0942 -4.6212 0.524
H -2.2709 -0.6779 -1.9808 0.344
H 4.9179 2.0097 3.5179 0.372
H -5.0203 -0.5737 4.9254 0.370
H 0.8176 4.2612 -2.2444 0.366
H 3.4408 -3.6003 -5.9412 0.259
H 4.9368 -0.6632 -4.7270 0.218
H 4.4750 -2.3079 -6.3905 0.223
H 3.2056 0.8366 -0.2425 0.320
H -3.0921 0.2945 -3.2298 0.336
H 2.6659 1.5596 4.5410 0.467
H -1.6806 2.3984 -3.5654 0.414
H -1.2265 1.4277 4.9982 0.426
H -0.2917 1.7652 -4.4659 0.410
H -2.1449 -1.3017 1.8331 0.501
H 5.1918 1.6403 1.0562 0.378
H -4.3638 -1.7289 2.8366 0.407
H -3.4502 1.0057 6.0137 0.351
H 3.7512 -0.4258 -3.5059 0.155


The data favor one; the next most stable structure lies 121.4 kJ/mol above it.


--- one ---
37
Properties=species:S:1:pos:R:3:mulliken_charge:R:1 method="wB97M-V/def2-TZVPD" homo_lumo_gap_ev=10.03 molar_mass_g_mol=208.25 smiles=NCCC[C@@H](N)CO.O.O.O.O.O multiplicity=1
O -1.4026 2.1677 -1.9025 -0.659
O 1.1042 -0.9958 3.9493 -0.671
O -0.3503 -0.4066 -3.1779 -0.551
O 1.9614 0.9162 1.9494 -0.710
O -3.8603 0.9668 -0.6139 -0.622
O 2.5920 2.9296 -0.2257 -0.639
N -1.4731 -1.5084 2.5165 -0.543
N 2.3225 -0.3378 -0.5843 -0.710
C 0.9045 -0.4280 -1.0195 0.875
C -1.7112 -0.7803 1.2810 -0.736
C -1.2609 -1.4021 -0.0302 0.273
C 0.8902 -0.7011 -2.4981 -1.064
C 0.2659 -1.5766 -0.1707 -0.966
H -1.0607 -0.9874 -2.8908 0.349
H 2.7314 0.5765 -0.7573 0.328
H -1.6672 -2.4124 -0.0626 0.321
H -1.5777 -0.8284 -0.8892 -0.330
H 0.7917 -1.5892 0.7782 0.414
H -1.2110 0.1951 1.3520 0.212
H 1.2045 -1.7091 -2.7938 0.368
H 1.5736 -0.0511 -3.0387 0.378
H 0.4304 -0.3817 3.6400 0.311
H 2.8934 -1.0900 -0.9418 0.160
H -2.2298 2.5711 -2.1622 0.311
H 0.4906 0.4357 -0.5393 0.118
H 2.4461 3.0023 0.7270 0.314
H -3.6016 1.0437 0.3070 0.331
H -0.7970 1.8283 -2.5635 0.335
H 2.2018 0.2862 1.2352 0.405
H 1.9668 -0.6414 3.7176 0.350
H 1.6772 2.9387 -0.5530 0.317
H 1.0184 0.9933 2.1236 0.276
H -1.8788 -2.4363 2.5228 0.263
H -2.7585 -0.5466 1.2175 0.338
H -3.0750 0.9077 -1.1666 0.277
H 0.4803 -2.5610 -0.5993 0.338
H -0.4670 -1.6079 2.6357 0.241


--- two ---
37
Properties=species:S:1:pos:R:3:mulliken_charge:R:1 method="wB97M-V/def2-TZVPD" homo_lumo_gap_ev=9.95 molar_mass_g_mol=208.25 smiles=C[C@@H](CCO)NCN.O.O.O.O.O multiplicity=1
O -1.4890 -2.5917 -0.6815 -0.694
O -1.5154 -1.3500 -3.1171 -0.735
O 2.7660 0.2059 -0.8753 -0.886
O 1.1081 -2.3967 -0.0774 -0.774
O 1.0380 2.6164 -1.1269 -0.653
O 0.7164 0.4984 -2.7534 -0.713
N 0.1726 0.4263 0.7774 0.554
N 2.4923 0.2687 1.3254 -0.447
C 1.2181 0.8845 1.6794 -0.878
C -1.7328 1.5307 1.9083 -1.761
C -2.2419 -1.9292 0.3295 -0.732
C -1.1525 0.2229 1.3782 0.060
C -2.1033 -0.3900 0.3311 -0.475
H -3.2704 -2.1920 0.1180 0.348
H 1.7004 -2.3176 -0.8191 0.296
H 0.9531 0.3211 -3.6576 0.286
H -1.0471 -0.4732 2.1962 0.558
H 1.2128 3.4550 -1.5577 0.275
H 0.7641 1.9787 -1.7880 0.307
H -1.0922 2.0066 2.6271 0.443
H 0.0943 1.0153 -0.0266 -0.112
H -1.9846 -2.3364 1.3030 0.330
H 2.5702 1.1430 -0.7619 0.368
H 2.6577 -0.1818 0.0045 0.295
H -3.0927 0.0347 0.4723 0.474
H -2.6994 1.3346 2.3706 0.474
H 1.3665 1.9473 1.5908 0.316
H 2.5562 -0.7239 1.5925 0.338
H 0.9297 0.6717 2.7054 0.449
H 3.2855 0.7498 1.6888 0.216
H -1.9122 2.2164 1.1058 0.352
H 0.9345 -1.4667 0.1889 0.386
H -1.5477 -1.8800 -2.3006 0.434
H -0.7760 -0.7211 -2.8975 0.365
H -1.7763 -0.0993 -0.6539 0.110
H 1.4428 0.1528 -2.1593 0.440
H -0.5457 -2.6312 -0.4391 0.385


The data favor two; the next most stable structure lies 25.9 kJ/mol above it.


--- one ---
51
Properties=species:S:1:pos:R:3:mulliken_charge:R:1 method="wB97M-V/def2-TZVPD" homo_lumo_gap_ev=8.18 molar_mass_g_mol=390.44 smiles="N[C@@H](Cc1c[nH]c2ccccc12)C(=O)N[C@@H](Cc1c[nH]c2ccccc12)C(=O)O" multiplicity=1
O -1.3360 1.7673 -0.2519 -0.681
O -2.6502 -2.9307 0.6957 -0.528
O -1.4540 -2.2006 2.4318 -0.597
N -1.2070 -3.8566 -2.6218 -0.004
N -1.1139 0.2327 1.4192 -0.122
N 0.1804 1.5019 3.1418 -0.657
N 3.5958 1.2214 0.0181 -0.084
C 4.1781 1.7939 1.1393 0.129
C -0.3356 2.2713 1.9555 0.792
C 3.3022 2.6374 1.8402 0.035
C -1.8648 -0.6799 0.5950 -0.018
C -2.8893 -2.3905 -2.6251 1.262
C -4.3116 -3.6741 -4.6689 -0.626
C 5.1570 3.2407 3.2967 -0.622
C 1.9860 2.4364 1.1325 0.746
C -3.0957 -4.1717 -4.2331 -0.514
C -0.8351 -2.8604 -1.9219 -0.449
C 0.6762 3.1759 1.4115 -0.606
C -4.8416 -2.5635 -4.0235 -0.708
C 6.1384 2.3746 2.5209 -0.459
C -2.3836 -3.5514 -3.2493 -0.561
C -1.5092 -0.6277 -0.9810 0.201
C -1.8808 -2.0265 1.3136 0.803
C -0.9527 1.4792 0.8589 -0.586
C 3.8298 3.2563 3.1463 -0.636
C 2.2533 1.7016 0.0286 -1.185
C 5.5959 1.6713 1.5164 -0.533
C -4.0572 -1.8316 -3.0799 -0.385
C -1.7749 -1.7850 -1.8046 -0.739
H -5.7730 -2.1231 -4.1507 0.453
H 1.7051 1.3179 -0.8485 0.506
H -4.6591 -0.9893 -2.7205 0.328
H 6.1611 0.8925 1.0401 0.317
H 0.7730 4.0276 2.1822 0.295
H 1.2146 1.5733 2.9756 0.340
H 5.5897 3.6967 4.1247 0.428
H -2.8492 -0.2147 0.5372 0.235
H -0.0370 2.1329 3.8945 0.318
H -0.4267 -0.4988 -0.9808 0.002
H -4.5918 -4.1355 -5.5533 0.431
H 0.1277 -2.6988 -1.3530 0.354
H 0.3629 3.6235 0.4421 0.376
H 3.1343 3.8306 3.7390 0.391
H -2.2389 0.1278 -1.2917 0.319
H -0.8639 0.1356 2.3328 0.400
H -2.6364 -5.0198 -4.7886 0.282
H -0.5178 -4.5924 -2.9171 0.307
H 7.2329 2.3322 2.6653 0.360
H -1.1061 3.0535 2.2613 0.279
H -2.8996 -2.4606 -0.1197 0.321
H 3.8980 0.3773 -0.4720 0.286


--- two ---
51
Properties=species:S:1:pos:R:3:mulliken_charge:R:1 method="wB97M-V/def2-TZVPD" homo_lumo_gap_ev=7.38 molar_mass_g_mol=390.44 multiplicity=1
O 1.6203 4.3603 4.0840 -0.612
O -1.6611 1.6798 2.3707 -0.652
O 2.7818 0.3244 2.3646 -0.649
N 2.2369 2.4662 2.9244 -0.097
N -5.0640 -0.5957 -1.1754 0.118
N 2.5672 -2.1597 -0.9171 0.098
N -0.0074 3.0037 3.1888 -0.074
C 2.8463 -3.5900 -0.9638 -0.971
C -1.8006 1.1870 -1.4636 -0.548
C 4.9614 1.1996 -0.8869 -0.787
C -0.9833 0.4021 -0.6052 0.389
C 1.9116 1.2323 2.3324 0.137
C 2.8482 0.0913 -0.6903 0.207
C -3.1296 0.8436 -1.6758 -0.514
C 1.3056 3.3679 3.4565 0.217
C 0.4290 0.7382 -0.3024 -0.261
C 1.3239 -1.6279 -0.7164 -0.838
C 3.5648 1.2754 -0.7757 -0.039
C 1.4338 -0.2218 -0.5881 1.217
C -6.0442 -0.1475 -0.1996 -0.957
C -1.5524 -0.7223 0.0138 -0.441
C -0.4456 1.9235 2.4022 0.156
C 5.6316 -0.0365 -0.9371 -0.724
C -3.7018 -0.2758 -1.0124 -0.025
C 0.5752 1.1422 1.6566 0.536
C -5.4685 -1.8269 -1.8280 -0.964
C 3.5231 -1.1390 -0.8817 -0.189
C -2.8913 -1.0460 -0.1517 -0.901
C 4.9043 -1.2438 -0.9473 -0.789
H -6.4685 -1.6619 -2.2414 0.335
H 2.3635 -4.0481 -0.0922 0.355
H -6.1569 -0.8720 0.6245 0.314
H 2.4373 -4.0554 -1.8693 0.304
H -5.5267 -2.6668 -1.1198 0.321
H 0.4566 -2.2842 -0.7613 0.655
H 0.2728 0.0443 1.7973 -0.004
H -7.0104 -0.0665 -0.7126 0.333
H 3.9269 -3.7586 -0.9260 0.297
H 6.7277 -0.0797 -0.9799 0.362
H -5.7563 0.8266 0.2159 0.288
H -0.9245 -1.3777 0.6321 0.544
H -1.3496 2.0102 -2.0102 0.467
H 5.5527 2.1091 -0.9182 0.391
H -4.7726 -2.0813 -2.6351 0.281
H 3.1788 2.5433 3.3414 0.318
H 3.0407 2.2292 -0.7881 0.435
H -0.7178 3.5348 3.7111 0.293
H 0.7406 1.7834 -0.3790 0.657
H 5.3590 -2.2326 -0.9694 0.254
H -3.7500 1.4058 -2.3695 0.420
H -3.3387 -1.9065 0.3740 0.335


The data favor two; the next most stable structure lies 227.4 kJ/mol above it.


--- one ---
20
Properties=species:S:1:pos:R:3:mulliken_charge:R:1 method="wB97M-V/def2-TZVPD" homo_lumo_gap_ev=9.21 molar_mass_g_mol=129.16 smiles="CC(=O)C(N)(N)[C@@H]1CN1" multiplicity=1
O -0.5837 1.9587 0.2764 -0.657
N 1.2563 -0.2258 -1.7960 -0.515
N -1.4251 -1.4706 0.4141 -0.594
N -1.5852 0.0776 -1.4206 -0.774
C 0.1548 0.4831 2.0213 -1.440
C 1.6500 0.6039 -0.6399 -0.655
C 0.5939 -0.8016 -0.6964 -0.439
C -0.7835 -0.4265 -0.3467 0.664
C -0.1823 0.8468 0.5929 0.803
H 2.0052 -0.8023 -2.1641 0.278
H -0.7728 0.3983 2.5907 0.368
H 1.5648 1.6587 -0.8708 0.350
H -1.7382 -1.1784 1.3316 0.249
H -1.8948 1.0271 -1.2268 0.268
H 0.6695 -0.4722 2.0909 0.333
H -1.0429 0.1268 -2.2774 0.324
H -2.2533 -1.8067 -0.0654 0.336
H 1.0304 -1.6218 -0.1288 0.380
H 2.5798 0.3441 -0.1401 0.336
H 0.7570 1.2808 2.4550 0.386


--- two ---
20
Properties=species:S:1:pos:R:3:mulliken_charge:R:1 method="wB97M-V/def2-TZVPD" homo_lumo_gap_ev="7.76 / 7.76" molar_mass_g_mol=129.16 multiplicity=1
O -0.5058 -1.7109 1.5314 -0.674
N 0.3828 2.0235 0.1163 -0.423
N -0.0137 0.9038 -0.4479 -0.065
N 1.5717 -0.0259 1.1888 -0.748
C 1.5932 -0.8331 -1.1553 -1.814
C -2.7354 0.2468 -0.4867 -0.646
C 0.7766 -0.2951 0.0093 1.237
C -1.6403 0.3523 0.2681 -0.230
C -0.4527 -1.1786 0.3921 -0.015
H -2.7139 -0.2564 -1.4477 0.244
H 2.4653 -0.5030 1.1709 0.250
H 2.4459 -0.1843 -1.3798 0.393
H -1.6851 0.8334 1.2445 0.336
H -3.6931 0.6409 -0.1585 0.254
H 1.0878 1.9222 0.8610 0.274
H -0.8666 -1.6947 -0.4919 0.358
H 1.0575 -0.3672 2.0049 0.229
H 0.9812 -0.9157 -2.0550 0.427
H -0.0234 2.8712 -0.2593 0.203
H 1.9680 -1.8292 -0.9051 0.410


The data favor one; the next most stable structure lies 137.8 kJ/mol above it.


--- one ---
20
Properties=species:S:1:pos:R:3:mulliken_charge:R:1 method="wB97M-V/def2-TZVPD" homo_lumo_gap_ev=8.44 molar_mass_g_mol=129.16 multiplicity=1
O 1.8928 0.4352 1.7117 -0.806
N 0.3016 -1.9673 -0.4272 -0.373
N 2.0660 0.6424 -1.4014 -0.602
N -0.1831 1.5500 -1.0994 -0.441
C -0.7441 0.1730 1.4148 -0.620
C 0.8329 0.6363 -0.6549 0.272
C -2.0632 -0.2843 0.8130 -1.075
C 1.0491 0.2414 0.8274 0.517
C 0.4735 -0.7018 -0.0638 -0.115
H 0.1202 2.4986 -0.9034 0.255
H -0.3167 1.4889 -2.1049 0.260
H -0.3370 -2.2009 -1.1758 0.247
H -2.2512 0.2244 -0.1316 0.262
H 2.8502 0.3419 -0.8324 0.294
H -0.7646 1.2490 1.5728 0.348
H -2.0965 -1.3644 0.6536 0.290
H -0.5134 -0.3366 2.3485 0.429
H 2.0330 0.1204 -2.2691 0.230
H 0.5269 -2.7100 0.2199 0.236
H -2.8762 -0.0363 1.5022 0.388


--- two ---
20
Properties=species:S:1:pos:R:3:mulliken_charge:R:1 method="wB97M-V/def2-TZVPD" homo_lumo_gap_ev="8.64 / 6.18" molar_mass_g_mol=129.16 multiplicity=1
O 2.3057 1.9089 1.0071 -0.612
N 1.5692 -0.7360 1.1895 -0.417
N 0.3095 -0.4972 0.7547 -0.104
N 0.6024 3.3750 0.8379 -0.337
C 0.0358 0.2494 -0.2349 0.602
C 1.1132 2.1212 0.8197 0.286
C -0.3639 -2.1069 -0.7131 -0.847
C -1.8293 -2.3062 -0.5593 -0.760
C -0.5394 0.8143 -1.2688 -1.009
H 0.0280 -1.9131 -1.7062 0.452
H -2.4059 -1.5973 -1.1559 0.260
H -2.1237 -3.3179 -0.8801 0.305
H 2.2437 0.0073 0.9497 0.357
H 1.2018 4.1741 1.0323 0.240
H -0.3925 3.5131 0.8177 0.232
H -0.7774 0.2477 -2.1594 0.276
H 0.2919 -2.7245 -0.1125 0.299
H -2.1359 -2.2125 0.4858 0.271
H -0.6834 1.8861 -1.2944 0.259
H 1.5502 -0.8856 2.1902 0.246


--- three ---
20
Properties=species:S:1:pos:R:3:mulliken_charge:R:1 method="wB97M-V/def2-TZVPD" homo_lumo_gap_ev=9.60 molar_mass_g_mol=129.16 multiplicity=1
O -2.0877 -1.2577 -0.1623 -0.619
N -1.2893 1.0533 -1.4201 -0.354
N -0.3551 1.8313 0.6239 -0.688
N -1.3737 -0.4543 1.8868 -0.486
C -1.2854 -0.6506 0.5267 0.545
C 2.0219 -0.2285 0.6774 -1.132
C -0.8245 0.9462 -0.1559 0.283
C 1.1969 -1.1202 -1.5651 -0.840
C 1.0436 -0.7829 -0.2953 0.615
H -1.2599 1.9303 -1.9150 0.194
H 2.9098 0.1039 0.1387 0.350
H -0.7981 0.2974 2.2442 0.277
H 0.3859 -1.5359 -2.1435 0.292
H 1.5904 0.6259 1.1992 0.319
H -1.8437 0.2824 -1.7636 0.224
H 2.3140 -0.9834 1.4084 0.258
H -2.2954 -0.5937 2.2778 0.237
H 2.1250 -0.8936 -2.0703 0.287
H 0.1103 -1.3349 0.2899 0.044
H -0.2852 2.7652 0.2182 0.195


The data favor three; the next most stable structure lies 111.7 kJ/mol above it.